# 1
DFT (ωB97M-V with the def2-TZVPD basis set) results for a single C50H50N3O2P molecule at a distorted geometry.

The value obtained for the orbital gap is 5.6 eV. As for the lowest unoccupied orbital energy: 0.12 eV.

Positions of all 106 atoms, in Å:
C -5.953 4.166 -3.035
N -4.812 4.599 -2.238
C -4.534 6.024 -2.272
C -4.023 3.705 -1.567
C -2.864 4.079 -0.840
C -2.006 3.127 -0.301
C -2.217 1.728 -0.417
P -0.912 0.404 -0.152
C -1.706 -0.931 -1.109
C -1.789 -0.816 -2.517
C -2.688 -1.534 -3.291
C -3.507 -2.530 -2.693
N -4.303 -3.340 -3.462
C -5.124 -4.391 -2.881
C -4.177 -3.376 -4.907
C -3.462 -2.639 -1.273
C -2.569 -1.878 -0.520
C 0.404 0.894 -1.321
C 1.261 -0.098 -1.858
C 2.395 0.243 -2.585
C 2.567 1.568 -3.063
N 3.691 1.920 -3.756
C 3.746 3.134 -4.545
C 4.849 1.041 -3.806
C 1.535 2.498 -2.791
C 0.504 2.171 -1.917
C -3.493 1.394 -0.942
C -4.330 2.313 -1.565
H -6.723 3.677 -2.414
H -6.384 5.069 -3.483
H -5.655 3.490 -3.854
H -3.510 6.241 -2.618
H -5.277 6.483 -2.937
H -4.662 6.469 -1.277
H -2.646 5.137 -0.703
H -1.124 3.519 0.199
H -1.165 -0.092 -3.030
H -2.749 -1.335 -4.366
H -5.900 -3.975 -2.221
H -5.587 -4.961 -3.700
H -4.514 -5.067 -2.262
H -4.293 -2.387 -5.366
H -3.197 -3.771 -5.209
H -4.938 -4.063 -5.290
H -4.128 -3.345 -0.770
H -2.570 -1.967 0.562
H 1.008 -1.157 -1.815
H 3.158 -0.502 -2.820
H 2.916 3.165 -5.262
H 3.688 4.045 -3.934
H 4.688 3.142 -5.099
H 5.063 0.635 -2.805
H 4.681 0.196 -4.495
H 5.711 1.625 -4.158
H 1.595 3.496 -3.228
H -0.274 2.916 -1.795
H -3.798 0.348 -0.954
H -5.232 1.948 -2.065
C 1.912 4.601 5.491
O 0.746 4.551 4.648
C 0.648 3.606 3.682
C -0.607 3.516 3.022
C -0.905 2.345 2.357
C 0.078 1.374 2.110
C -0.362 0.023 1.508
C 0.625 -1.164 1.924
C 1.312 -1.970 1.015
C 2.083 -3.051 1.423
C 2.884 -3.842 0.495
C 3.555 -3.209 -0.572
C 4.260 -3.950 -1.520
C 4.309 -5.347 -1.431
C 3.672 -5.988 -0.362
C 2.971 -5.244 0.582
C 2.113 -3.428 2.849
O 2.466 -4.568 3.209
C 1.690 -2.396 3.816
C 2.152 -2.502 5.233
C 2.270 -1.350 6.048
C 2.804 -1.410 7.341
C 3.165 -2.628 7.916
C 3.007 -3.792 7.163
C 2.530 -3.723 5.853
C 0.899 -1.370 3.295
C 1.363 1.577 2.594
C 1.660 2.653 3.410
H 1.728 5.486 6.096
H 1.987 3.709 6.129
H 2.832 4.738 4.908
H -1.328 4.339 3.088
H -1.926 2.207 1.985
H -1.310 -0.199 2.060
H 1.289 -1.713 -0.042
H 3.520 -2.121 -0.632
H 4.754 -3.438 -2.346
H 4.823 -5.937 -2.189
H 3.692 -7.074 -0.267
H 2.467 -5.749 1.399
H 1.987 -0.388 5.624
H 2.934 -0.492 7.909
H 3.554 -2.678 8.929
H 3.261 -4.760 7.591
H 2.481 -4.635 5.267
H 0.506 -0.637 3.992
H 2.122 0.840 2.358
H 2.658 2.737 3.838

Atoms 1-6, force components in eV/Å:
C 0.011 -0.122 0.063
N -0.133 0.027 -0.227
C 0.128 0.016 0.364
C 0.079 -0.720 0.034
C -0.359 -0.049 -0.097
C 0.191 -0.095 -0.258

Results of the Löwdin charge analysis, in e, for atoms 1 through 5: -0.06 -0.19 -0.06 -0.22 -0.01

***

# 2
DFT (ωB97M-V with the def2-TZVPD basis set) results for a molecular structure, C50H51GeN6RbS2SeSi at a distorted geometry.

Its net charge is -2. The value obtained for the orbital gap is 4.9 eV. The energy above the lowest of the compared OMol25 structures with the same formula, charge and spin is 41.7 kJ/mol. As for the lowest unoccupied orbital energy: 3.28 eV.

Positions of all 113 atoms, in Å:
Rb 1.182 0.230 0.000
C -2.281 2.599 -0.048
C -1.897 2.595 -1.540
C -0.632 3.336 -1.815
C -0.651 4.541 -2.494
C 0.446 5.324 -2.585
C 1.645 4.894 -2.041
C 1.648 3.647 -1.459
N 0.565 2.912 -1.368
N -1.973 1.401 0.735
C -2.295 1.669 2.152
C -1.271 2.555 2.891
C -1.554 3.081 4.190
C -0.462 3.606 4.914
C 0.784 3.721 4.291
C 0.899 3.264 3.014
N -0.081 2.625 2.375
C -2.697 0.243 0.269
C -2.250 -1.138 0.779
C -3.134 -2.196 0.687
C -2.646 -3.465 0.937
C -1.342 -3.613 1.320
C -0.580 -2.467 1.571
N -1.031 -1.265 1.271
H -3.361 2.762 -0.018
H -1.693 3.419 0.428
H -2.679 3.016 -2.147
H -1.768 1.581 -1.867
H -1.567 4.908 -2.941
H 0.349 6.290 -3.095
H 2.532 5.492 -1.980
H 2.575 3.197 -0.970
H -2.195 0.663 2.656
H -3.346 1.928 2.231
H -2.473 2.942 4.667
H -0.692 3.873 5.981
H 1.676 4.112 4.773
H 1.807 3.364 2.463
H -2.552 0.154 -0.807
H -3.773 0.337 0.496
H -4.156 -2.072 0.277
H -3.255 -4.309 0.797
H -0.903 -4.555 1.603
H 0.446 -2.505 1.958
S 3.622 1.979 1.224
C 4.450 0.594 0.647
C 5.372 0.766 -0.380
C 6.165 -0.274 -0.901
C 7.056 -0.056 -2.028
N 7.735 0.034 -2.963
C 6.029 -1.581 -0.403
C 5.099 -1.750 0.630
C 4.246 -0.762 1.129
S 2.967 -1.241 2.231
C 6.739 -2.755 -0.808
N 7.336 -3.692 -1.115
H 5.436 1.760 -0.836
H 4.935 -2.760 0.977
C -2.436 -1.617 8.184
Ge -0.841 -1.789 7.077
C -1.189 -3.186 5.726
C 0.725 -2.420 8.030
C -0.542 -0.110 6.069
Se 0.655 -0.415 4.532
C 2.328 0.060 5.422
H -2.530 -2.412 8.929
H -3.349 -1.767 7.558
H -2.504 -0.702 8.726
H -1.358 -4.158 6.095
H -0.362 -3.219 4.991
H -2.128 -3.020 5.198
H 0.579 -3.404 8.456
H 0.932 -1.728 8.879
H 1.552 -2.450 7.330
H -0.033 0.605 6.724
H -1.472 0.373 5.818
H 2.462 -0.549 6.287
H 2.262 1.111 5.684
H 3.052 -0.077 4.614
C -4.499 -2.982 -5.821
C -3.187 -3.440 -5.972
C -2.127 -2.890 -5.254
C -2.311 -1.799 -4.394
C -3.664 -1.417 -4.158
C -4.716 -1.992 -4.871
Si -0.910 -0.820 -3.467
C 0.615 -1.726 -4.164
C 0.968 -1.892 -5.481
C 2.135 -2.517 -5.893
C 2.973 -3.077 -4.955
C 2.617 -3.030 -3.608
C 1.445 -2.391 -3.201
C -0.917 0.762 -4.594
C -2.059 1.323 -5.121
C -2.074 2.584 -5.727
C -0.876 3.299 -5.840
C 0.298 2.749 -5.359
C 0.293 1.445 -4.800
H -5.274 -3.414 -6.466
H -3.061 -4.254 -6.683
H -1.114 -3.283 -5.336
H -3.924 -0.704 -3.410
H -5.753 -1.684 -4.688
H 0.311 -1.473 -6.261
H 2.398 -2.553 -6.924
H 3.915 -3.504 -5.271
H 3.269 -3.437 -2.843
H 1.105 -2.308 -2.179
H -3.012 0.815 -5.042
H -2.920 2.981 -6.247
H -0.868 4.263 -6.362
H 1.272 3.199 -5.446
H 1.292 1.084 -4.449

Atoms 1-6, force components in eV/Å:
Rb -0.251 0.286 -0.055
C 0.720 0.358 0.055
C 0.759 -0.536 0.555
C 1.471 0.633 -0.181
C -1.801 -0.159 -0.174
C 1.285 1.261 -0.442

Results of the Löwdin charge analysis, in e, for atoms 1 through 5: 0.46 -0.17 -0.11 -0.27 -0.06

***

# 3
DFT (ωB97M-V with the def2-TZVPD basis set) results for a molecular structure, C50H51InNO2P4Te.

Its net charge is +1. The value obtained for the orbital gap is 6.0 eV. The energy above the lowest of the compared OMol25 structures with the same formula, charge and spin is 247.2 kJ/mol. As for the lowest unoccupied orbital energy: -4.29 eV.

Positions of all 110 atoms, in Å:
In -0.006 0.487 0.025
C 1.668 -1.444 3.898
P 1.404 -0.291 2.486
C 1.206 1.280 3.413
C 3.089 -0.221 1.781
C 4.134 0.439 2.420
C 5.392 0.487 1.844
C 5.626 -0.154 0.639
C 4.602 -0.840 0.007
C 3.326 -0.868 0.557
P 1.928 -1.707 -0.274
C 2.323 -3.442 0.223
C 2.423 -1.749 -2.039
H 2.473 -1.061 4.526
H 1.935 -2.434 3.533
H 0.752 -1.515 4.487
H 1.957 1.406 4.193
H 0.217 1.268 3.873
H 1.253 2.118 2.718
H 3.965 0.940 3.365
H 6.187 1.038 2.328
H 6.604 -0.110 0.180
H 4.808 -1.341 -0.929
H 3.391 -3.606 0.081
H 1.758 -4.149 -0.385
H 2.076 -3.601 1.273
H 3.327 -2.335 -2.197
H 2.582 -0.724 -2.376
H 1.612 -2.202 -2.614
Te -3.302 1.729 1.247
C -5.375 1.649 1.782
C -6.260 2.555 1.216
C -7.599 2.481 1.578
N -8.071 1.593 2.446
C -7.211 0.748 3.002
C -5.853 0.738 2.710
C -3.343 0.256 -0.353
P -2.443 -1.128 0.217
C -3.453 -1.884 1.527
C -4.830 -1.996 1.337
C -5.603 -2.643 2.287
C -5.012 -3.170 3.427
C -3.643 -3.056 3.618
C -2.860 -2.418 2.667
C -2.403 -2.446 -1.038
C -1.269 -3.253 -1.092
C -1.216 -4.322 -1.973
C -2.292 -4.582 -2.808
C -3.424 -3.778 -2.754
C -3.488 -2.718 -1.866
P -2.449 1.164 -1.560
C -2.133 0.197 -3.073
C -0.829 -0.144 -3.421
C -0.588 -0.854 -4.588
C -1.644 -1.210 -5.412
C -2.945 -0.864 -5.069
C -3.193 -0.156 -3.906
C -3.666 2.422 -2.089
C -3.257 3.659 -2.580
C -4.196 4.608 -2.952
C -5.550 4.332 -2.842
C -5.963 3.094 -2.371
C -5.032 2.140 -1.996
H -5.921 3.304 0.514
H -8.324 3.170 1.160
H -7.625 0.051 3.724
H -5.190 0.040 3.203
H -5.289 -1.576 0.453
H -6.671 -2.728 2.135
H -5.622 -3.669 4.169
H -3.183 -3.469 4.506
H -1.788 -2.335 2.803
H -0.436 -3.039 -0.432
H -0.342 -4.961 -2.001
H -2.255 -5.415 -3.498
H -4.265 -3.985 -3.403
H -4.379 -2.105 -1.816
H 0.003 0.165 -2.795
H 0.425 -1.116 -4.866
H -1.454 -1.741 -6.335
H -3.766 -1.140 -5.719
H -4.204 0.125 -3.644
H -2.203 3.886 -2.667
H -3.868 5.571 -3.322
H -6.282 5.077 -3.123
H -7.020 2.874 -2.280
H -5.358 1.180 -1.623
C -1.730 6.137 1.084
C -0.582 5.263 0.659
C -0.573 4.659 -0.593
C 0.458 3.810 -0.977
C 0.532 3.325 -2.404
C 1.492 3.532 -0.070
C 1.580 4.246 1.131
C 2.776 4.171 2.040
C 0.522 5.081 1.482
C 2.452 2.411 -0.406
O 3.654 2.556 -0.448
O 1.858 1.263 -0.662
H -2.602 5.965 0.455
H -1.456 7.191 1.010
H -2.003 5.940 2.121
H -1.373 4.881 -1.293
H 0.305 4.150 -3.081
H -0.182 2.523 -2.605
H 1.526 2.953 -2.646
H 3.373 3.283 1.860
H 2.474 4.217 3.087
H 3.418 5.033 1.845
H 0.570 5.607 2.431

Atoms 1-6, force components in eV/Å:
In 0.383 -0.542 0.011
C -0.411 -0.131 -0.296
P 0.383 0.698 0.409
C 0.047 -0.191 -0.098
C -0.058 -0.120 -0.170
C -0.058 0.038 0.030

Results of the Löwdin charge analysis, in e, for atoms 1 through 5: 0.59 -0.24 0.85 -0.26 -0.40

***

# 4
DFT (ωB97M-V with the def2-TZVPD basis set) results for a molecular structure, C50H52AsN2O6P2S4TeTl.

Its net charge is -2. The value obtained for the orbital gap is 6.3 eV. The energy above the lowest of the compared OMol25 structures with the same formula, charge and spin is 15.8 kJ/mol. As for the lowest unoccupied orbital energy: 3.53 eV.

Positions of all 119 atoms, in Å:
Tl -0.552 0.327 0.210
C 0.862 -3.397 -0.803
C 1.776 -2.276 -1.322
N 1.949 -1.194 -0.369
C 2.943 -1.380 0.670
C 2.616 -2.433 1.725
S 1.043 -2.206 2.606
C 0.153 -3.727 2.188
C -0.816 -3.641 0.999
N -0.285 -2.874 -0.097
H 1.417 -4.045 -0.124
H 0.583 -4.030 -1.657
H 1.327 -1.842 -2.216
H 2.739 -2.723 -1.620
H 2.149 -0.336 -0.873
H 3.051 -0.420 1.175
H 3.929 -1.649 0.250
H 3.411 -2.397 2.473
H 2.625 -3.438 1.306
H -0.407 -4.004 3.082
H 0.899 -4.508 2.032
H -1.731 -3.144 1.327
H -1.089 -4.677 0.727
H -0.998 -2.554 -0.735
O -1.741 3.008 -3.006
As -0.181 2.241 -3.324
O -0.075 2.120 -4.977
O -0.088 0.787 -2.495
C 1.162 3.560 -2.838
C 2.279 3.542 -3.668
C 3.313 4.448 -3.482
C 3.215 5.413 -2.492
C 2.103 5.443 -1.665
C 1.083 4.514 -1.820
S -0.090 4.333 -0.463
O -1.202 5.216 -0.692
O 0.703 4.624 0.732
O -0.366 2.894 -0.562
H -2.022 3.292 -3.884
H 2.314 2.820 -4.475
H 4.195 4.401 -4.112
H 4.026 6.113 -2.330
H 2.042 6.151 -0.849
S -2.513 2.872 6.598
P -2.171 1.263 5.488
S -1.638 1.404 3.581
C -0.980 0.190 6.399
C 0.164 -0.292 5.783
C 1.064 -1.091 6.484
C 0.824 -1.408 7.811
C -0.322 -0.923 8.439
C -1.212 -0.126 7.739
C -3.669 0.186 5.536
C -3.564 -1.191 5.345
C -4.698 -1.989 5.295
C -5.958 -1.418 5.422
C -6.071 -0.046 5.605
C -4.933 0.749 5.666
H 0.331 -0.039 4.744
H 1.946 -1.469 5.981
H 1.523 -2.029 8.360
H -0.513 -1.163 9.478
H -2.094 0.273 8.226
H -2.583 -1.637 5.228
H -4.599 -3.059 5.149
H -6.845 -2.038 5.376
H -7.051 0.407 5.701
H -5.006 1.818 5.825
C 4.583 1.748 0.790
Te 2.548 2.472 0.568
C 3.229 3.558 2.272
C 4.641 3.935 1.913
C 5.241 5.138 2.249
C 6.528 5.431 1.803
C 7.213 4.516 1.018
C 6.616 3.303 0.684
C 5.339 3.004 1.130
H 4.967 1.250 -0.099
H 4.616 1.049 1.630
H 3.191 2.879 3.124
H 2.566 4.401 2.447
H 4.691 5.861 2.841
H 6.984 6.380 2.055
H 8.205 4.749 0.652
H 7.142 2.594 0.054
C -4.496 -5.041 -3.044
C -4.299 -4.252 -1.922
C -3.382 -3.208 -1.965
C -2.649 -2.923 -3.117
C -2.873 -3.720 -4.240
C -3.781 -4.768 -4.205
P -1.527 -1.422 -2.999
C -2.720 -0.290 -3.811
C -3.412 0.591 -2.991
C -4.418 1.399 -3.504
C -4.732 1.339 -4.851
C -4.034 0.469 -5.685
C -3.039 -0.341 -5.167
C -0.324 -1.828 -4.325
C 0.200 -3.119 -4.407
C 1.187 -3.435 -5.330
C 1.668 -2.456 -6.189
C 1.160 -1.166 -6.107
C 0.175 -0.844 -5.182
H -5.204 -5.861 -3.018
H -4.854 -4.444 -1.012
H -3.248 -2.586 -1.085
H -2.328 -3.522 -5.157
H -3.937 -5.371 -5.092
H -3.141 0.677 -1.945
H -4.929 2.094 -2.850
H -5.504 1.980 -5.258
H -4.264 0.428 -6.743
H -2.496 -1.009 -5.827
H -0.170 -3.893 -3.745
H 1.577 -4.445 -5.377
H 2.438 -2.697 -6.913
H 1.535 -0.388 -6.761
H -0.174 0.184 -5.119

Atoms 1-6, force components in eV/Å:
Tl 0.064 0.234 -0.200
C 0.010 -0.002 0.044
C -0.079 0.030 0.091
N 0.136 0.137 -0.047
C -0.089 0.002 -0.041
C -0.002 0.001 -0.008

Results of the Löwdin charge analysis, in e, for atoms 1 through 5: 0.76 -0.21 -0.19 -0.12 -0.30